## 1
This record from OMol25 describes 2 unconnected molecules or ions with the total composition C6H16O2. The level of theory is wB97M-V/def2-TZVPD.

Last column: Löwdin charge in e.
CARTESIAN COORDINATES (ANGSTROEM)
H  -0.91  1.05  2.03  0.13
O  -0.31  -0.93  1.37  -0.09
C  0.74  1.32  -2.00  -0.07
H  1.19  -0.12  -4.44  0.08
C  2.04  -0.02  -3.74  -0.06
H  -2.85  -0.14  0.91  0.08
C  -0.66  -0.45  3.66  -0.07
H  -2.84  -1.33  2.25  0.08
O  0.63  -1.05  -2.01  -0.07
C  -2.57  -0.29  1.97  -0.06
H  0.40  -0.47  3.95  0.08
C  1.53  0.02  -2.29  -0.50
C  -1.08  -0.03  2.23  -0.46
H  -3.16  0.40  2.59  0.08
H  0.61  -0.74  1.64  0.09
H  -0.14  1.40  -2.67  0.09
H  2.35  -0.09  -1.55  0.13
H  0.38  1.30  -0.96  0.06
H  2.65  0.84  -4.04  0.08
H  0.26  -0.94  -1.11  0.07
H  2.65  -0.94  -3.80  0.08
H  -1.13  -1.39  3.97  0.08
H  1.36  2.22  -2.14  0.08
H  -1.15  0.38  4.19  0.08

The HOMO-LUMO gap is 10.576 eV. The SMILES is CC(C)O.CC(C)O.

=====

## 2
This record from OMol25 describes 2 unconnected molecules or ions with the total composition C6H16O2. The level of theory is wB97M-V/def2-TZVPD.

Last column: Löwdin charge in e.
CARTESIAN COORDINATES (ANGSTROEM)
O  -1.48  -0.38  1.01  -0.07
H  -2.27  -3.64  0.40  0.07
C  -2.42  -2.55  0.27  -0.03
H  2.30  3.18  -1.61  0.08
C  1.24  2.88  -1.67  -0.08
H  2.55  0.66  -0.70  0.09
H  0.62  3.80  -1.74  0.08
H  -3.42  -2.29  0.66  0.07
C  2.11  1.27  0.10  -0.07
C  0.95  2.07  -0.46  -0.50
C  0.10  -2.04  0.62  -0.07
H  1.09  2.29  -2.59  0.09
H  -2.39  -2.32  -0.80  0.08
H  0.73  2.76  0.38  0.14
H  0.26  -3.13  0.55  0.08
H  0.30  -1.59  -0.36  0.09
C  -1.30  -1.76  1.11  -0.49
H  -2.44  -0.19  1.11  0.12
O  -0.15  1.27  -0.98  -0.08
H  -0.65  0.88  -0.23  0.05
H  1.77  0.60  0.91  0.07
H  2.90  1.93  0.51  0.08
H  -1.21  -2.08  2.17  0.13
H  0.83  -1.63  1.35  0.08

The HOMO-LUMO gap is 10.585 eV. The SMILES is CC(C)O.CC(C)O.

=====

Energy relative to the most stable one, in kcal/mol: 1 1.6; 2 0.0

=====

## 1
This record from OMol25 describes 2 unconnected molecules or ions with the total composition C3H9O3. The level of theory is wB97M-V/def2-TZVPD.

Last column: Löwdin charge in e.
CARTESIAN COORDINATES (ANGSTROEM)
H  -0.44  -1.93  -0.82  0.06
C  -0.14  -0.87  1.12  -0.48
H  -0.80  2.63  0.43  0.01
H  -1.68  1.50  0.50  0.01
C  1.14  -0.41  -1.03  -0.30
C  -0.21  -0.96  -0.45  -0.19
H  -0.84  -1.73  1.49  0.09
H  0.91  -1.22  1.31  0.08
H  -1.08  -0.32  -0.69  0.09
H  1.90  -1.14  -0.89  0.08
H  0.91  -0.21  -2.07  0.09
O  -0.49  0.40  1.43  -0.36
H  0.82  1.24  0.04  0.07
O  1.58  0.71  -0.32  -0.12
O  -1.57  2.31  -0.06  -0.14

Its total charge is -1. The HOMO-LUMO gap is 7.277 eV.

=====

## 2
This record from OMol25 describes 2 unconnected molecules or ions with the total composition C3H9O3. The level of theory is wB97M-V/def2-TZVPD.

Last column: Löwdin charge in e.
CARTESIAN COORDINATES (ANGSTROEM)
O  1.46  -1.49  -2.38  -0.12
H  -0.89  2.55  3.48  -0.01
C  0.45  -1.32  -1.33  -0.28
H  1.90  -2.33  -2.19  0.06
H  1.35  0.57  -0.99  0.10
H  -1.28  -0.29  0.32  0.09
C  0.36  0.14  -0.93  -0.21
H  0.30  -0.19  1.19  0.09
O  -0.58  1.61  0.79  -0.33
O  -1.42  1.78  3.25  -0.17
H  -0.28  0.65  -1.67  0.10
H  -1.22  1.62  2.28  -0.03
C  -0.36  0.33  0.43  -0.51
H  -0.49  -1.68  -1.77  0.10
H  0.71  -1.96  -0.48  0.11

Its total charge is -1. The HOMO-LUMO gap is 6.522 eV.

=====

## 3
This record from OMol25 describes a molecular structure, C3H9O3. The level of theory is wB97M-V/def2-TZVPD.

Last column: Löwdin charge in e.
CARTESIAN COORDINATES (ANGSTROEM)
H  2.22  0.37  -0.58  -0.02
C  -0.83  -0.09  0.91  -0.21
C  0.72  -0.27  0.73  -0.40
O  3.31  0.41  -1.09  -0.32
H  -1.44  -1.34  -0.77  0.11
C  -1.62  -0.36  -0.36  -0.24
H  3.76  0.02  -0.33  -0.07
H  -0.98  0.92  1.25  0.10
O  -3.06  -0.52  -0.06  -0.13
H  0.91  -1.29  0.29  0.11
H  -3.46  0.32  -0.33  0.06
H  -1.19  -0.81  1.63  0.09
O  1.14  0.80  -0.05  -0.27
H  -1.46  0.51  -0.99  0.11
H  1.09  -0.19  1.77  0.09

Its total charge is -1. The HOMO-LUMO gap is 7.218 eV.

=====

## 4
This record from OMol25 describes 2 unconnected molecules or ions with the total composition C3H9O3. The level of theory is wB97M-V/def2-TZVPD.

Last column: Löwdin charge in e.
CARTESIAN COORDINATES (ANGSTROEM)
H  0.52  0.42  -1.31  0.12
H  -1.96  0.86  0.40  0.10
C  -1.16  0.23  -0.01  -0.22
H  0.16  1.88  -0.36  0.11
H  0.39  0.33  1.42  0.10
H  1.61  -1.31  0.61  -0.05
C  -0.29  1.05  -0.91  -0.28
H  -1.24  0.97  -2.61  0.07
O  2.71  -1.12  0.51  -0.27
O  -1.00  1.67  -1.99  -0.11
H  3.06  -1.79  1.09  -0.05
O  0.31  -1.55  0.68  -0.29
C  -0.35  -0.43  1.13  -0.42
H  -1.66  -0.56  -0.57  0.10
H  -1.10  -0.64  1.92  0.09

Its total charge is -1. The HOMO-LUMO gap is 7.401 eV.

=====

Energy relative to the most stable one, in kcal/mol: 1 11.4; 2 4.4; 3 12.7; 4 0.0

=====

## 1
This record from OMol25 describes 2 unconnected molecules or ions with the total composition C4H12. The level of theory is wB97M-V/def2-TZVPD.

Last column: Löwdin charge in e.
CARTESIAN COORDINATES (ANGSTROEM)
H  -0.99  2.35  0.22  0.04
H  0.21  1.22  2.74  0.05
C  -1.07  1.74  1.10  -0.28
H  1.62  -0.60  -1.29  0.00
H  0.14  -0.49  -0.28  0.05
H  -1.60  2.32  1.81  0.03
C  0.27  1.34  1.65  -0.30
H  0.54  0.39  1.31  -0.01
H  0.39  -0.14  -2.14  0.01
H  0.03  -2.51  -2.55  0.03
H  -0.73  -2.44  -0.97  0.00
C  0.57  -0.79  -1.31  -0.33
C  0.21  -2.31  -1.45  -0.39
H  1.07  -2.86  -1.09  0.02
H  1.02  2.08  1.43  0.04
H  -1.56  0.79  0.87  0.03

Its total charge is -1. The HOMO-LUMO gap (spin up / spin down) is 2.792 / 11.985 eV. Its spin multiplicity is 2.

=====

## 2
This record from OMol25 describes 2 unconnected molecules or ions with the total composition C4H12. The level of theory is wB97M-V/def2-TZVPD.

Last column: Löwdin charge in e.
CARTESIAN COORDINATES (ANGSTROEM)
H  -0.23  -2.25  3.16  0.07
H  1.22  -2.75  1.83  0.05
H  -1.23  -1.23  0.90  0.05
H  0.16  1.87  -3.24  0.03
H  -0.91  0.59  -1.22  0.04
H  -0.64  1.94  -0.28  0.01
H  -0.34  -3.36  1.71  0.03
C  -0.15  -1.26  1.20  -0.40
H  0.79  0.96  -0.60  0.01
H  0.23  -0.36  1.65  0.03
H  0.98  2.92  -1.88  0.02
H  0.14  -1.23  0.22  -0.02
C  -0.10  1.38  -1.04  -0.41
C  0.19  2.33  -2.26  -0.28
C  0.17  -2.46  2.10  -0.28
H  -0.78  2.95  -2.24  0.05

Its total charge is -1. The HOMO-LUMO gap (spin up / spin down) is 2.693 / 11.834 eV. Its spin multiplicity is 2.

=====

## 3
This record from OMol25 describes 2 unconnected molecules or ions with the total composition C4H12. The level of theory is wB97M-V/def2-TZVPD.

Last column: Löwdin charge in e.
CARTESIAN COORDINATES (ANGSTROEM)
H  -2.20  2.95  -0.62  0.03
C  -0.61  1.86  0.48  -0.32
H  -0.30  0.80  0.39  0.02
C  0.50  -1.73  -0.23  -0.38
H  0.42  -1.29  -1.25  0.03
H  -0.13  -2.61  -0.18  0.02
C  1.93  -2.04  0.16  -0.33
H  2.61  -2.66  -0.43  0.03
H  1.98  -2.53  1.13  0.04
H  2.47  -1.08  0.18  0.03
H  -1.63  1.42  -1.37  0.03
H  -2.58  1.30  0.02  0.04
H  0.08  -0.85  0.24  0.00
H  -0.93  1.92  1.54  0.04
H  0.21  2.57  0.37  0.03
C  -1.82  1.95  -0.44  -0.32

Its total charge is -1. The HOMO-LUMO gap (spin up / spin down) is 2.742 / 11.865 eV. Its spin multiplicity is 2.

=====

Energy relative to the most stable one, in kcal/mol: 1 6.2; 2 13.8; 3 0.0

=====

## 1
This record from OMol25 describes 2 unconnected molecules or ions with the total composition C4H12. The level of theory is wB97M-V/def2-TZVPD.

Last column: Löwdin charge in e.
CARTESIAN COORDINATES (ANGSTROEM)
H  -2.71  1.39  1.76  0.04
H  0.26  0.25  -1.51  0.00
H  -2.98  0.28  0.42  0.03
H  0.98  -0.86  -2.46  0.02
H  1.78  0.79  -2.34  0.01
H  -0.72  0.04  0.07  0.01
C  2.05  -0.59  -0.62  -0.29
H  2.31  0.19  0.10  0.04
H  -0.62  -0.68  1.70  0.05
H  3.08  -0.64  -0.99  0.03
H  -2.92  -0.34  1.96  0.04
C  -2.41  0.43  1.35  -0.33
C  -0.91  0.20  1.12  -0.29
C  1.28  -0.02  -1.82  -0.43
H  -0.32  1.11  1.27  0.04
H  1.74  -1.56  -0.24  0.04

Its total charge is -1. The HOMO-LUMO gap (spin up / spin down) is 2.716 / 11.618 eV. Its spin multiplicity is 2.

=====

## 2
This record from OMol25 describes 2 unconnected molecules or ions with the total composition C4H12. The level of theory is wB97M-V/def2-TZVPD.

Last column: Löwdin charge in e.
CARTESIAN COORDINATES (ANGSTROEM)
C  1.53  -1.67  3.46  -0.46
C  -0.72  -0.44  -2.09  -0.22
H  -0.45  -1.08  -1.25  0.03
C  -0.26  1.87  -1.08  -0.21
H  -1.96  0.62  -0.67  0.07
H  -0.60  2.89  -1.20  0.04
H  -0.05  1.62  -0.04  0.03
H  -1.91  1.35  -2.35  0.08
H  0.87  -1.42  4.29  -0.03
H  1.08  -2.19  2.61  -0.04
H  0.66  1.71  -1.65  0.04
H  0.19  -0.15  -2.62  0.05
C  -1.35  0.86  -1.54  -0.35
H  1.97  -0.79  2.97  -0.04
H  2.34  -2.21  3.96  -0.03
H  -1.34  -0.97  -2.81  0.04

Its total charge is -1. The HOMO-LUMO gap (spin up / spin down) is 2.615 / 12.329 eV. Its spin multiplicity is 2.

=====

Energy relative to the most stable one, in kcal/mol: 1 14.6; 2 0.0